Record 1
Density functional theory data (ωB97M-V/def2-TZVPD) for a cluster of 3 separate species, C3H11NO4 in total at a distorted geometry.

ORCA input file:
```
! wB97M-V def2-TZVPD RIJCOSX def2/J DEFGRID3
* xyz 0 1
N 0.15 -1.86 0.15
C -0.50 -1.19 -1.09
C 0.50 -0.35 -1.81
C 0.64 1.07 -1.18
O 0.61 1.53 -0.02
O 1.44 1.67 -2.12
H -0.67 -2.48 0.57
H 0.29 -1.22 0.89
H -0.81 -2.05 -1.62
H -1.37 -0.56 -0.73
H 0.30 -0.39 -2.92
H 1.46 -0.74 -1.69
H 1.79 2.59 -1.90
O -1.36 1.38 1.88
H -2.28 1.45 1.58
H -0.64 1.59 1.13
O 0.13 -0.56 3.06
H -0.57 0.22 3.05
H 0.89 -0.11 2.80
*
```

Summary:
HOMO level   -9.44 eV
HOMO-LUMO gap   9.7 eV
SMILES   NCCC(=O)O.O.O

Results of the natural (NBO) charge analysis, in e, for atoms 1 through 8: N -0.84; C -0.23; C -0.51; C 0.83; O -0.64; O -0.70; H 0.35; H 0.37

***

Record 2
Density functional theory data (ωB97M-V/def2-TZVPD) for a cluster of 3 separate species, C3H11NO4 in total.

ORCA input file:
```
! wB97M-V def2-TZVPD RIJCOSX def2/J DEFGRID3
* xyz 0 1
C -0.83 2.50 0.92
C -1.07 1.18 1.68
N 0.09 0.31 1.63
C 0.28 -0.48 0.55
O -0.54 -0.62 -0.36
O 1.45 -1.12 0.60
H -0.36 3.24 1.56
H -0.24 2.31 0.03
H -1.76 2.92 0.53
H -1.25 1.39 2.73
H -1.92 0.66 1.24
H 0.91 0.44 2.20
H 1.64 -1.57 -0.27
O -0.22 -1.36 -2.80
H -0.01 -0.57 -3.29
H -0.52 -1.08 -1.91
O 1.83 -2.61 -1.55
H 1.20 -2.12 -2.14
H 1.33 -3.42 -1.35
*
```

Summary:
HOMO level   -10.09 eV
HOMO-LUMO gap   10.8 eV
SMILES   CCNC(=O)O.O.O

Results of the natural (NBO) charge analysis, in e, for atoms 1 through 8: C -0.62; C -0.22; N -0.62; C 0.90; O -0.73; O -0.71; H 0.21; H 0.22

***

Record 3
Density functional theory data (ωB97M-V/def2-TZVPD) for a cluster of 2 separate species, C3H11NOS2 in total at a distorted geometry.

ORCA input file:
```
! wB97M-V def2-TZVPD RIJCOSX def2/J DEFGRID3
* xyz -1 2
N 0.31 -2.35 0.34
C -0.56 -1.18 0.31
C -1.20 -0.85 -1.07
C -0.10 0.15 0.95
S 1.44 0.32 1.92
S 2.43 1.90 0.87
H -0.25 -3.15 0.04
H 0.39 -2.58 1.33
H -1.52 -1.44 0.84
H -0.30 -0.72 -1.70
H -1.87 -1.66 -1.44
H -1.92 -0.04 -0.96
H 0.30 0.55 0.01
H -0.94 0.78 1.27
H 3.26 1.19 0.08
H 0.22 3.06 -0.14
H 0.49 3.09 -1.64
O -0.20 2.92 -1.00
*
```

Summary:
HOMO level (alpha / beta)   -0.01 / -4.23 eV
HOMO-LUMO gap (alpha / beta)   3.6 / 7.8 eV

Results of the natural (NBO) charge analysis, in e, for atoms 1 through 8: N -0.82; C -0.04; C -0.62; C -0.58; S -0.25; S -0.63; H 0.33; H 0.36

***

Record 4
Density functional theory data (ωB97M-V/def2-TZVPD) for a cluster of 2 separate species, C3H11NOS2 in total at a distorted geometry.

ORCA input file:
```
! wB97M-V def2-TZVPD RIJCOSX def2/J DEFGRID3
* xyz 0 1
C -1.83 1.37 1.51
N -1.39 0.19 0.77
C -0.20 0.26 -0.11
C 1.06 0.35 0.74
S 1.22 -1.08 1.84
S 2.80 -2.10 0.77
H -1.02 1.80 2.12
H -2.58 1.05 2.24
H -2.27 2.20 0.98
H -2.18 -0.09 0.21
H -0.35 -0.64 -0.74
H -0.26 1.26 -0.66
H 0.98 1.21 1.41
H 1.88 0.60 0.08
H 2.88 -1.30 -0.33
O 0.66 -2.00 -3.60
H 0.84 -1.16 -4.01
H -0.23 -1.91 -3.23
*
```

Summary:
HOMO level   -8.06 eV
HOMO-LUMO gap   8.5 eV
SMILES   CNCCSS.O

Results of the natural (NBO) charge analysis, in e, for atoms 1 through 8: C -0.43; N -0.63; C -0.23; C -0.56; S 0.12; S -0.17; H 0.19; H 0.21

***

Record 5
Density functional theory data (ωB97M-V/def2-TZVPD) for a cluster of 3 separate species, C3H11NOS2 in total at a distorted geometry.

ORCA input file:
```
! wB97M-V def2-TZVPD RIJCOSX def2/J DEFGRID3
* xyz 0 1
S -0.58 -1.92 2.91
S 0.64 2.75 -1.90
C -0.70 1.51 -1.97
C -0.26 0.14 -1.50
N 0.01 0.07 -0.09
C -1.18 0.07 0.73
H 0.73 2.91 -0.57
H -1.57 1.84 -1.40
H -0.98 1.53 -3.03
H 0.68 -0.12 -2.01
H -1.02 -0.59 -1.81
H 0.60 -0.72 0.11
H -1.97 -0.56 0.27
H -1.58 1.07 0.91
H -1.01 -0.45 1.69
H 2.37 -2.45 1.19
H 0.89 -2.62 1.31
O 1.57 -2.31 0.68
*
```

Summary:
HOMO level   -8.93 eV
HOMO-LUMO gap   5.3 eV

Results of the natural (NBO) charge analysis, in e, for atoms 1 through 8: S -0.14; S -0.06; C -0.52; C -0.23; N -0.66; C -0.28; H 0.13; H 0.21

***

Record 6
Density functional theory data (ωB97M-V/def2-TZVPD) for a cluster of 2 separate species, C3H11NOS2 in total at a distorted geometry.

ORCA input file:
```
! wB97M-V def2-TZVPD RIJCOSX def2/J DEFGRID3
* xyz 0 1
C -1.19 0.34 0.51
N -1.23 -0.75 -0.46
C -0.89 -0.50 -1.86
C 0.31 -1.23 -2.49
S 1.72 -1.81 -1.28
S 2.09 -0.20 0.08
H -0.36 1.11 0.67
H -0.83 -0.06 1.54
H -2.11 0.94 0.67
H -2.14 -1.37 -0.32
H -1.88 -0.70 -2.51
H -0.83 0.63 -2.18
H 0.79 -0.64 -3.24
H -0.15 -2.12 -3.00
H 2.14 -0.92 1.24
O 1.76 2.69 4.45
H 1.63 2.50 3.44
H 1.17 2.09 4.75
*
```

Summary:
HOMO level   -8.55 eV
HOMO-LUMO gap   8.6 eV
SMILES   CNCCSS.O

Results of the natural (NBO) charge analysis, in e, for atoms 1 through 8: C -0.45; N -0.67; C -0.24; C -0.49; S 0.06; S -0.17; H 0.23; H 0.19

***

Record 7
Density functional theory data (ωB97M-V/def2-TZVPD) for a cluster of 2 separate species, C3H11NOS2 in total at a distorted geometry.

ORCA input file:
```
! wB97M-V def2-TZVPD RIJCOSX def2/J DEFGRID3
* xyz 0 1
C -2.81 2.14 1.14
N -2.22 0.79 1.05
C -1.35 0.64 -0.10
C -0.79 -0.80 -0.17
S 1.03 -0.66 -0.26
S 1.76 -2.49 0.31
H -2.23 2.91 0.63
H -3.73 2.07 0.53
H -3.13 2.33 2.15
H -1.76 0.57 1.92
H -0.52 1.36 -0.08
H -1.95 0.81 -0.99
H -1.01 -1.30 0.76
H -1.20 -1.23 -1.08
H 2.15 -2.26 1.58
O 0.87 2.81 -1.79
H 1.33 3.02 -2.61
H 1.42 3.22 -1.11
*
```

Summary:
HOMO level   -8.74 eV
HOMO-LUMO gap   9.3 eV
SMILES   CNCCSS.O

Results of the natural (NBO) charge analysis, in e, for atoms 1 through 8: C -0.42; N -0.62; C -0.23; C -0.53; S 0.08; S -0.15; H 0.18; H 0.19

***

Record 8
Density functional theory data (ωB97M-V/def2-TZVPD) for a cluster of 2 separate species, C3H11NOS2 in total.

ORCA input file:
```
! wB97M-V def2-TZVPD RIJCOSX def2/J DEFGRID3
* xyz 0 1
C 3.29 -0.92 0.56
N 1.94 -1.08 1.05
C 0.98 -1.08 -0.03
C -0.44 -1.25 0.46
S -1.41 0.30 0.61
S -2.39 0.35 -1.23
H 3.49 -1.73 -0.13
H 4.03 -0.97 1.36
H 3.45 0.02 0.01
H 1.66 -0.36 1.72
H 1.04 -0.16 -0.63
H 1.25 -1.86 -0.74
H -0.50 -1.72 1.45
H -1.00 -1.90 -0.19
H -1.45 1.11 -1.83
O 1.26 2.44 -0.41
H 0.65 3.04 -0.86
H 0.79 2.23 0.41
*
```

Summary:
HOMO level   -8.87 eV
HOMO-LUMO gap   9.2 eV
SMILES   CNCCSS.O

Results of the natural (NBO) charge analysis, in e, for atoms 1 through 8: C -0.41; N -0.62; C -0.25; C -0.54; S 0.06; S -0.13; H 0.19; H 0.20

***

Record 9
Density functional theory data (ωB97M-V/def2-TZVPD) for a cluster of 2 separate species, C3H11NOS2 in total at a distorted geometry.

ORCA input file:
```
! wB97M-V def2-TZVPD RIJCOSX def2/J DEFGRID3
* xyz 0 1
C 0.53 -1.03 0.57
N -0.42 -0.91 -0.54
C -1.82 -0.62 0.12
C -2.54 -0.18 -1.10
S -1.45 1.08 -2.03
S 0.01 1.79 -0.86
H 0.37 -0.12 1.11
H 1.40 -1.44 0.18
H 0.22 -1.75 1.41
H -0.50 -1.79 -0.93
H -2.17 -1.51 0.61
H -1.58 0.23 0.88
H -3.56 0.27 -0.97
H -2.54 -1.00 -1.97
H 1.08 0.91 -0.73
O 4.19 2.36 1.39
H 3.75 1.74 1.91
H 5.01 1.97 0.94
*
```

Summary:
HOMO level   -8.27 eV
HOMO-LUMO gap   8.8 eV
SMILES   CNCCSS.O

Results of the natural (NBO) charge analysis, in e, for atoms 1 through 8: C -0.45; N -0.63; C -0.27; C -0.52; S 0.08; S -0.13; H 0.21; H 0.21

***

Record 10
Density functional theory data (ωB97M-V/def2-TZVPD) for a cluster of 2 separate species, C3H11NOS2 in total at a distorted geometry.

ORCA input file:
```
! wB97M-V def2-TZVPD RIJCOSX def2/J DEFGRID3
* xyz 0 1
C -1.74 1.49 -1.61
N -0.76 0.49 -1.28
C -0.91 -0.82 -0.91
C -0.17 -1.03 0.40
S 1.64 -1.62 0.41
S 1.74 -2.97 -1.30
H -2.15 1.45 -2.64
H -2.60 1.30 -0.86
H -1.40 2.47 -1.42
H -0.01 0.47 -1.94
H -0.66 -1.43 -1.82
H -2.00 -1.19 -0.67
H -0.37 -0.10 1.06
H -0.67 -1.91 0.86
H 2.59 -2.15 -1.99
O 2.78 1.63 4.64
H 1.94 1.23 4.22
H 2.74 2.68 4.85
*
```

Summary:
HOMO level   -8.42 eV
HOMO-LUMO gap   8.6 eV
SMILES   CNCCSS.O

Results of the natural (NBO) charge analysis, in e, for atoms 1 through 8: C -0.39; N -0.66; C -0.24; C -0.51; S 0.06; S -0.16; H 0.17; H 0.19